Here is a cluster of 2 separate species, C17H23IN3O7PS in total in a non-equilibrium geometry from OMol25. Energies are from ωB97M-V with the def2-TZVPD basis set.

The value obtained for the HOMO-LUMO gap is 7.46 eV. Its LUMO energy is -1.65 eV.

Last columns: bonded neighbours and bond lengths (Å).
Cartesian coordinates (Å):
1 C 4.60 -0.91 1.20  C2 1.607, H27 1.142, H28 1.161, H29 1.143
2 C 4.05 0.22 0.20  C1 1.607, O3 1.447, C4 1.609, H30 1.162
3 O 4.07 1.48 0.91  C2 1.447, H31 0.986
4 C 2.65 -0.13 -0.52  C2 1.609, C5 1.596, H32 1.161, H33 1.155
5 C 1.53 -0.72 0.45  C4 1.596, C6 1.586, C17 1.558
6 C 1.21 -2.27 0.59  C5 1.586, O7 1.438, C10 1.582
7 O 2.00 -3.15 -0.23  C6 1.438, C8 1.414
8 C 2.71 -4.10 0.54  O7 1.414, N9 1.217
9 N 3.44 -4.64 1.35  C8 1.217
10 C 0.06 -2.79 1.55  C6 1.582, C11 1.620, C15 1.586
11 C -0.31 -4.37 1.68  C10 1.620, C12 1.606, H34 1.150, H35 1.160
12 C -1.86 -4.64 2.00  C11 1.606, C13 1.610, I14 2.218, H36 1.142
13 C -2.87 -3.94 0.96  C12 1.610, H37 1.158, H38 1.152, H39 1.148
14 I -2.18 -6.82 1.78  C12 2.218
15 C -0.81 -1.81 2.44  C10 1.586, C16 1.551, H40 1.140
16 C -0.50 -0.30 2.29  C15 1.551, C17 1.597, C25 1.598
17 C 0.64 0.23 1.30  C5 1.558, C16 1.597, C18 1.599
18 C 0.59 1.83 1.41  C17 1.599, O19 1.251, N20 1.475
19 O 1.41 2.72 1.09  C18 1.251
20 N -0.75 2.05 1.98  C18 1.475, P21 1.759, C25 1.472
21 P -2.00 2.75 0.95  N20 1.759, N22 1.594, O23 1.715, O24 1.728
22 N -3.09 1.72 0.42  P21 1.594, H41 1.033
23 O -2.65 4.08 1.82  P21 1.715, H42 0.989
24 O -1.20 3.37 -0.45  P21 1.728, H43 0.996
25 C -1.14 1.00 2.94  C16 1.598, N20 1.472, O26 1.252
26 O -1.81 1.18 3.99  C25 1.252
27 H 4.36 -0.63 2.29  C1 1.142
28 H 5.76 -0.92 1.11  C1 1.161
29 H 4.25 -1.95 0.88  C1 1.143
30 H 4.83 0.31 -0.65  C2 1.162
31 H 4.45 2.19 0.33  O3 0.986
32 H 2.29 0.84 -1.02  C4 1.161
33 H 2.90 -0.85 -1.40  C4 1.155
34 H 0.37 -4.87 2.46  C11 1.150
35 H -0.02 -4.84 0.66  C11 1.160
36 H -2.05 -4.38 3.09  C12 1.142
37 H -3.77 -4.64 0.70  C13 1.158
38 H -3.34 -3.03 1.48  C13 1.152
39 H -2.37 -3.57 -0.01  C13 1.148
40 H -1.62 -2.16 3.16  C15 1.140
41 H -2.87 0.79 0.81  N22 1.033
42 H -2.37 4.04 2.76  O23 0.989
43 H -1.80 3.12 -1.20  O24 0.996
44 C -2.98 4.20 -4.95  S45 1.806, H48 1.091, H49 1.092, H50 1.092
45 S -1.39 4.06 -5.80  C44 1.806, O46 1.494, C47 1.806
46 O -1.43 2.80 -6.60  S45 1.494
47 C -0.42 3.73 -4.31  S45 1.806, H51 1.092, H52 1.092, H53 1.091
48 H -3.76 4.37 -5.70  C44 1.091
49 H -3.20 3.28 -4.40  C44 1.092
50 H -2.95 5.05 -4.26  C44 1.092
51 H -0.80 2.84 -3.81  C47 1.092
52 H -0.47 4.60 -3.65  C47 1.092
53 H 0.62 3.57 -4.61  C47 1.091

Mulliken population analysis, charges in e, atoms 1 to 4: number 1, C, carries -0.933; number 2, C, carries 0.108; number 3, O, carries -0.544; number 4, C, carries -0.859